{"formula": "C25H34N2O5S", "method": "wB97M-V/def2-TZVPD", "smiles": "CC(=O)c1ccc(OC[C@@H](O)CN2CCN(S(=O)(=O)c3c(C)c(C)cc(C)c3C)CC2)cc1", "gap_ev": 9.17, "e_above_lowest_ev": 0.349, "energy_ev": -50529.3413, "homo_ev": -8.6, "spin_multiplicity": 1, "species": ["C", "C", "O", "C", "C", "C", "C", "C", "C", "H", "H", "O", "C", "C", "O", "H", "C", "N", "C", "C", "N", "S", "O", "O", "C", "C", "C", "C", "C", "C", "C", "H", "H", "H", "C", "H", "H", "H", "H", "C", "H", "H", "H", "C", "H", "H", "H", "C", "C", "H", "H", "H", "H", "H", "H", "H", "H", "H", "H", "H", "H", "H", "H", "H", "H", "H", "H"], "coordinates": [[-0.265, 2.319, 3.976], [-0.933, 1.014, 3.648], [-0.697, -0.002, 4.273], [-1.865, 0.998, 2.499], [-2.004, 2.054, 1.602], [-2.837, 1.953, 0.503], [-3.568, 0.788, 0.280], [-3.453, -0.265, 1.195], [-2.612, -0.163, 2.275], [-2.508, -0.981, 2.972], [-4.037, -1.155, 1.022], [-4.442, 0.562, -0.733], [-4.459, 1.339, -1.908], [-3.834, 0.564, -3.085], [-4.704, 0.728, -4.185], [-4.346, 0.258, -4.946], [-2.433, 1.074, -3.458], [-1.513, 1.155, -2.340], [-1.052, -0.151, -1.901], [-0.117, -0.021, -0.701], [1.007, 0.823, -1.049], [2.084, 1.025, 0.255], [3.180, 1.817, -0.229], [1.334, 1.603, 1.342], [2.615, -0.667, 0.579], [2.572, -1.215, 1.858], [2.798, -2.592, 1.994], [3.092, -3.348, 0.872], [3.229, -2.778, -0.385], [2.999, -1.408, -0.539], [3.200, -0.776, -1.882], [2.342, -0.959, -2.527], [4.080, -1.202, -2.361], [3.338, 0.294, -1.785], [3.609, -3.635, -1.555], [2.914, -3.496, -2.380], [4.607, -3.378, -1.910], [3.610, -4.684, -1.272], [3.248, -4.412, 0.984], [2.716, -3.246, 3.339], [1.784, -2.984, 3.836], [3.536, -2.916, 3.976], [2.774, -4.327, 3.242], [2.351, -0.404, 3.092], [1.374, -0.616, 3.525], [2.408, 0.656, 2.884], [3.104, -0.660, 3.837], [0.538, 2.132, -1.461], [-0.367, 1.986, -2.674], [-0.724, 2.973, -2.976], [0.214, 1.551, -3.506], [1.418, 2.731, -1.698], [-0.014, 2.610, -0.641], [0.267, -1.004, -0.421], [-0.662, 0.401, 0.151], [-1.913, -0.752, -1.604], [-0.518, -0.674, -2.716], [-2.030, 0.438, -4.271], [-2.563, 2.084, -3.860], [-3.794, -0.498, -2.799], [-5.511, 1.506, -2.156], [-3.962, 2.301, -1.785], [-2.902, 2.788, -0.177], [-1.437, 2.960, 1.741], [0.271, 2.228, 4.917], [0.447, 2.524, 3.177], [-0.985, 3.131, 4.033]], "forces_ev_per_a": [[0.17, -0.14, 0.16], [0.16, 0.11, 0.17], [-0.09, 0.09, 0.04], [-0.32, -0.24, -0.33], [-0.01, -0.25, 0.29], [-0.29, 0.10, -0.30], [0.14, -0.08, 0.41], [-0.07, 0.10, -0.27], [0.15, 0.16, 0.07], [0.01, -0.06, 0.04], [-0.07, -0.11, -0.03], [0.09, -0.13, 0.29], [-0.05, 0.05, -0.66], [0.36, -0.04, 0.40], [-0.17, 0.05, -0.33], [-0.02, 0.04, 0.05], [-0.23, -0.08, 0.06], [-0.03, 0.02, -0.19], [0.17, -0.06, 0.20], [-0.57, -0.48, 0.17], [0.82, -0.18, 0.71], [-0.18, 0.25, -0.33], [0.12, -0.09, -0.10], [-0.08, -0.38, 0.10], [-0.27, 0.35, -0.18], [-0.02, -0.09, 0.13], [0.00, 0.11, -0.19], [-0.03, 0.24, 0.00], [-0.07, 0.14, 0.08], [0.11, -0.22, -0.15], [0.14, -0.07, -0.21], [-0.02, 0.00, -0.13], [0.06, -0.04, -0.04], [0.11, -0.10, -0.28], [0.01, 0.07, 0.03], [0.00, -0.04, -0.13], [0.06, -0.03, -0.11], [0.00, -0.07, -0.02], [0.02, -0.13, 0.02], [0.02, 0.06, -0.01], [-0.05, -0.03, 0.13], [0.03, -0.01, 0.13], [0.00, -0.06, 0.02], [-0.08, 0.09, 0.14], [0.00, 0.04, 0.09], [0.03, -0.03, 0.23], [0.04, -0.03, 0.06], [0.01, 0.64, -0.26], [0.15, 0.01, 0.23], [0.05, -0.03, -0.01], [-0.02, 0.04, -0.02], [-0.14, 0.12, -0.08], [-0.02, 0.06, -0.12], [-0.16, -0.04, -0.02], [-0.05, -0.12, -0.06], [0.05, -0.06, 0.01], [-0.06, -0.01, 0.00], [0.00, 0.08, 0.01], [-0.01, -0.05, -0.03], [-0.01, 0.18, 0.05], [0.17, 0.02, 0.06], [-0.04, -0.01, 0.06], [0.00, 0.03, -0.06], [0.08, 0.11, 0.01], [-0.01, -0.03, 0.02], [0.01, 0.15, 0.01], [-0.06, 0.11, -0.02]], "mulliken_charge": [-1.389, 0.864, -0.684, 0.270, -0.368, -0.328, 0.748, -0.403, -0.725, 0.474, 0.480, -0.482, -0.680, 0.490, -0.585, 0.364, -1.308, 0.882, -1.709, 0.378, 0.370, 0.999, -0.787, -0.510, 0.453, 0.541, 1.075, -0.991, 1.143, 0.988, -2.153, 0.227, 0.644, 0.275, -1.932, 0.336, 0.375, 0.377, 0.318, -1.770, 0.301, 0.356, 0.391, -2.241, 0.254, 0.591, 0.471, -0.610, -1.136, 0.493, 0.329, 0.603, 0.187, 0.695, -0.834, 0.527, 0.321, 0.425, 0.304, 0.220, 0.463, 0.131, 0.234, 0.226, 0.394, 0.206, 0.431]}

***

{"formula": "C54H47CrF2N7OP2S2", "method": "wB97M-V/def2-TZVPD", "gap_ev": [7.69, 7.59], "e_above_lowest_ev": 0.000, "total_charge": 1, "energy_ev": -143336.4545, "homo_ev": [-10.1, -10.1], "s2": 3.8602, "spin_multiplicity": 4, "species": ["Cr", "N", "C", "S", "N", "N", "C", "C", "C", "C", "C", "C", "C", "C", "C", "C", "C", "C", "N", "H", "H", "H", "H", "H", "H", "H", "H", "H", "H", "H", "O", "C", "C", "C", "C", "C", "C", "P", "C", "C", "C", "C", "C", "C", "C", "C", "C", "C", "C", "C", "C", "C", "C", "C", "C", "C", "P", "C", "C", "C", "C", "C", "C", "C", "C", "C", "C", "C", "C", "H", "H", "H", "H", "H", "H", "H", "H", "H", "H", "H", "H", "H", "H", "H", "H", "H", "H", "H", "H", "H", "H", "H", "H", "H", "H", "H", "H", "C", "C", "C", "N", "N", "C", "N", "S", "H", "H", "H", "H", "H", "H", "H", "F", "C", "F", "H"], "coordinates": [[-0.356, -0.127, 1.105], [-1.186, -0.583, 5.347], [-0.749, -0.405, 4.079], [-1.957, -0.241, 2.850], [0.551, -0.337, 3.929], [0.946, -0.142, 2.642], [2.215, -0.021, 2.428], [3.247, -0.110, 3.485], [4.320, -0.977, 3.292], [5.324, -1.074, 4.242], [5.273, -0.288, 5.384], [4.211, 0.586, 5.576], [3.196, 0.669, 4.638], [2.614, 0.386, 1.070], [3.716, 1.123, 0.859], [3.946, 1.881, -0.398], [3.056, 1.491, -2.374], [1.875, 0.524, -2.127], [1.653, 0.170, 0.020], [-2.137, -0.879, 5.483], [-0.503, -0.874, 6.028], [4.366, -1.578, 2.392], [6.146, -1.760, 4.087], [6.057, -0.359, 6.125], [4.166, 1.195, 6.468], [2.353, 1.326, 4.805], [4.402, 1.266, 1.684], [4.613, 2.718, -0.204], [3.124, 1.926, -3.366], [1.217, 0.355, -2.970], [-0.984, -0.990, -3.097], [-2.335, -0.941, -3.306], [-2.971, -1.560, -4.378], [-4.333, -1.392, -4.551], [-5.061, -0.613, -3.664], [-4.427, -0.073, -2.560], [-3.063, -0.263, -2.334], [-2.384, 0.409, -0.733], [-2.438, 2.161, -1.298], [-1.471, 2.458, -2.260], [-1.378, 3.724, -2.815], [-2.266, 4.716, -2.423], [-3.254, 4.419, -1.497], [-3.340, 3.152, -0.937], [-3.828, -0.002, 0.317], [-4.438, 0.872, 1.209], [-5.499, 0.447, 1.996], [-5.935, -0.866, 1.930], [-5.296, -1.759, 1.080], [-4.255, -1.331, 0.276], [-0.042, -1.443, -3.989], [-0.058, -1.213, -5.357], [1.020, -1.653, -6.114], [2.099, -2.297, -5.524], [2.115, -2.488, -4.151], [1.047, -2.063, -3.371], [0.950, -2.097, -1.547], [1.805, -3.673, -1.154], [1.523, -4.760, -1.987], [1.983, -6.029, -1.681], [2.728, -6.244, -0.529], [2.993, -5.182, 0.320], [2.531, -3.910, 0.013], [2.165, -0.700, -1.208], [1.453, 1.345, -0.906], [2.641, 2.302, -1.117], [4.389, 1.098, -1.696], [4.604, -0.353, -1.500], [3.591, -1.159, -1.207], [-2.407, -2.173, -5.064], [-4.824, -1.871, -5.388], [-6.119, -0.451, -3.814], [-5.009, 0.487, -1.840], [-0.799, 1.678, -2.604], [-0.625, 3.930, -3.564], [-2.201, 5.706, -2.852], [-3.971, 5.176, -1.210], [-4.139, 2.943, -0.242], [-4.053, 1.871, 1.330], [-5.972, 1.143, 2.676], [-6.759, -1.197, 2.547], [-5.610, -2.794, 1.040], [-3.770, -2.039, -0.384], [-0.871, -0.683, -5.828], [1.014, -1.481, -7.182], [2.927, -2.637, -6.131], [2.960, -2.973, -3.679], [0.936, -4.613, -2.885], [1.751, -6.855, -2.339], [3.092, -7.234, -0.291], [3.558, -5.341, 1.229], [2.729, -3.105, 0.714], [0.482, 1.812, -0.782], [2.398, 3.361, -1.130], [5.250, 1.573, -2.160], [5.611, -0.746, -1.561], [3.787, -2.208, -1.053], [-3.864, 3.232, 3.943], [-3.337, 4.020, 2.741], [-1.953, 3.593, 2.380], [-1.653, 2.624, 1.605], [-0.303, 2.363, 1.518], [0.398, 3.203, 2.238], [1.747, 3.248, 2.296], [-0.556, 4.354, 3.101], [-4.863, 3.573, 4.209], [-3.216, 3.367, 4.810], [-3.899, 2.166, 3.713], [-3.338, 5.090, 2.959], [-3.981, 3.870, 1.874], [2.273, 2.467, 1.933], [2.184, 3.794, 3.017], [-1.365, -2.625, 0.623], [-0.241, -2.169, 1.277], [-0.303, -2.682, 2.544], [0.619, -2.674, 0.838]], "forces_ev_per_a": [[0.41, 0.37, -0.04], [-0.04, -0.06, 0.00], [0.08, -0.01, 0.06], [0.13, 0.11, -0.16], [-0.06, -0.03, 0.04], [0.11, 0.01, 0.24], [0.09, -0.04, -0.06], [0.06, -0.04, -0.01], [0.01, 0.02, -0.02], [-0.01, 0.00, 0.00], [-0.02, 0.00, -0.01], [0.02, -0.02, 0.02], [-0.03, 0.07, 0.02], [0.08, 0.05, -0.04], [-0.10, 0.03, 0.06], [-0.02, 0.04, 0.01], [0.04, 0.02, -0.07], [0.06, 0.03, 0.01], [-0.22, -0.08, 0.21], [0.02, 0.02, 0.00], [-0.01, 0.03, -0.02], [0.01, -0.01, -0.03], [0.01, -0.01, 0.01], [0.02, 0.00, 0.01], [0.01, 0.01, 0.01], [0.00, -0.02, -0.01], [0.03, -0.03, 0.04], [-0.01, 0.00, 0.02], [-0.01, -0.03, -0.03], [0.02, 0.03, 0.02], [0.02, 0.32, -0.05], [0.02, -0.09, -0.01], [0.05, 0.04, 0.00], [0.02, 0.01, 0.02], [0.01, 0.00, -0.03], [0.00, -0.05, 0.00], [0.01, -0.12, 0.20], [-0.25, 0.13, -0.27], [0.15, -0.06, 0.01], [-0.02, -0.01, 0.02], [-0.03, 0.03, -0.01], [0.02, -0.02, -0.01], [0.02, 0.00, 0.02], [-0.12, -0.02, -0.07], [0.09, 0.07, 0.04], [0.01, 0.00, 0.01], [0.00, -0.03, 0.01], [0.00, 0.03, 0.00], [0.00, 0.01, 0.00], [0.01, -0.02, 0.01], [0.04, -0.25, 0.06], [0.04, 0.04, -0.02], [-0.05, 0.02, -0.01], [0.01, -0.01, 0.05], [0.02, 0.05, -0.08], [-0.10, 0.01, 0.05], [0.03, -0.10, 0.08], [-0.09, 0.00, -0.25], [0.03, -0.03, 0.03], [0.01, -0.03, 0.06], [-0.01, 0.00, -0.04], [0.03, 0.03, 0.01], [-0.08, 0.02, 0.10], [-0.04, -0.03, -0.12], [-0.02, 0.00, -0.05], [-0.06, 0.05, 0.02], [0.03, -0.05, 0.00], [0.00, 0.02, -0.03], [0.01, 0.04, 0.01], [0.03, 0.01, -0.03], [-0.01, 0.00, -0.01], [-0.02, 0.00, 0.00], [-0.02, 0.00, -0.01], [0.01, -0.01, 0.01], [0.02, 0.01, 0.00], [0.00, 0.02, -0.01], [-0.01, 0.02, 0.00], [0.02, 0.01, -0.04], [-0.04, -0.07, -0.01], [-0.01, 0.01, 0.01], [-0.01, -0.01, 0.01], [-0.01, -0.01, 0.00], [0.00, 0.00, -0.01], [-0.06, 0.00, 0.02], [0.00, 0.00, -0.01], [0.01, 0.00, -0.01], [0.00, 0.00, 0.00], [0.01, -0.03, 0.03], [0.01, -0.01, -0.02], [-0.01, -0.02, 0.01], [0.00, 0.00, 0.01], [0.05, 0.03, -0.03], [0.03, -0.01, -0.01], [0.01, 0.02, 0.03], [-0.01, 0.03, 0.01], [0.02, -0.06, 0.00], [0.01, -0.03, 0.04], [0.02, 0.00, -0.03], [-0.05, 0.03, 0.04], [0.06, 0.18, 0.10], [-0.05, -0.09, -0.08], [-0.05, -0.18, 0.05], [-0.02, 0.01, 0.03], [0.10, -0.04, 0.00], [-0.07, -0.06, -0.07], [-0.03, 0.00, 0.02], [-0.01, 0.00, 0.02], [0.03, 0.01, 0.03], [-0.03, -0.01, -0.02], [0.03, 0.05, -0.01], [-0.03, 0.04, -0.01], [-0.01, -0.03, 0.00], [-0.10, -0.11, -0.06], [-0.32, -0.27, 0.04], [0.00, -0.06, 0.09], [0.04, 0.18, -0.09]], "mulliken_charge": [-0.273, -0.435, 0.277, -0.116, -1.906, 2.106, 0.873, -0.203, 0.050, -0.917, -0.526, -0.950, -0.207, -0.524, -0.723, -0.723, -1.101, -0.044, 1.221, 0.267, 0.253, 0.360, 0.452, 0.412, 0.425, 0.515, 0.658, 0.592, 0.429, 0.368, 0.148, 0.824, -1.056, -0.870, -1.081, -0.171, -0.088, 2.068, 0.996, -0.465, -0.626, -1.015, -0.668, -0.449, 0.243, 0.322, -0.799, -0.929, -0.797, -0.516, -0.942, -0.197, -0.834, -1.048, -0.392, 0.491, 0.713, 1.321, -1.506, -0.752, -0.795, -0.928, -0.148, 1.679, 0.480, -1.098, -0.077, -1.460, -1.113, 0.651, 0.433, 0.472, 0.471, 0.091, 0.518, 0.405, 0.498, 0.437, -0.201, 0.488, 0.403, 0.455, 0.405, 0.671, 0.442, 0.471, 0.519, 0.491, 0.439, 0.418, 0.479, 0.593, 0.018, 0.434, 0.636, 0.487, 0.255, -0.912, -0.517, 0.008, 0.419, -0.256, 0.259, -0.187, -0.242, 0.364, 0.377, 0.093, 0.584, 0.057, -0.229, 0.279, -0.241, 0.905, -0.295, -0.416]}

***

{"formula": "C4H5FO2", "method": "wB97M-V/def2-TZVPD", "gap_ev": 9.36, "e_above_lowest_ev": 3.233, "energy_ev": -11038.2531, "homo_ev": -9.0, "spin_multiplicity": 1, "species": ["C", "C", "C", "C", "O", "O", "F", "H", "H", "H", "H", "H"], "coordinates": [[1.988, 0.457, -1.142], [0.538, 0.849, 0.662], [-1.281, -0.426, -0.432], [-0.518, -0.207, 0.863], [1.909, -0.360, -0.318], [1.987, 1.380, -1.861], [1.423, 0.922, 1.679], [-2.179, 0.245, -0.448], [-1.739, -1.515, -0.523], [-0.638, -0.291, -1.266], [-0.179, -1.227, 1.177], [-1.311, 0.173, 1.607]], "forces_ev_per_a": [[-0.58, 2.87, -0.92], [-0.41, 0.77, 1.13], [-2.62, -1.61, 0.28], [-0.83, -0.92, 1.13], [0.92, -1.61, -0.77], [0.55, -1.92, 0.48], [-1.16, -0.32, -0.06], [0.98, -0.39, -0.51], [1.09, 2.13, 0.37], [0.26, 0.28, -0.98], [0.20, 1.08, 0.41], [1.59, -0.36, -0.57]], "mulliken_charge": [0.817, -0.107, -0.809, -0.315, -0.336, -0.373, -0.194, 0.260, 0.263, 0.208, 0.282, 0.305]}

***

{"formula": "C13H16Cl3N3O4", "method": "wB97M-V/def2-TZVPD", "smiles": "CNC(=O)[C@H](CC(N)=O)NC(C)=O.Oc1cc(Cl)c(Cl)cc1Cl", "gap_ev": 9.53, "energy_ev": -63970.0539, "homo_ev": -9.3, "spin_multiplicity": 1, "species": ["O", "O", "O", "Cl", "Cl", "Cl", "O", "C", "C", "C", "C", "C", "C", "C", "C", "C", "N", "N", "N", "C", "C", "C", "C", "H", "H", "H", "H", "H", "H", "H", "H", "H", "H", "H", "H", "H", "H", "H", "H"], "coordinates": [[-2.284, -4.898, 1.077], [0.584, -1.483, 1.838], [-4.049, -0.913, 0.189], [5.108, 6.984, -2.896], [2.028, 6.169, -3.162], [5.446, 4.139, 1.725], [2.569, 3.529, 1.181], [-1.329, -4.459, 0.452], [0.076, -0.581, 1.199], [-3.460, -1.992, 0.201], [5.085, 5.513, -0.605], [2.407, 4.784, -0.848], [4.341, 5.969, -1.698], [2.992, 5.606, -1.818], [4.497, 4.695, 0.366], [3.152, 4.329, 0.240], [0.685, 0.580, 1.139], [-4.061, -3.109, -0.226], [-1.180, -3.170, 0.151], [-0.257, -5.397, -0.053], [-5.427, -3.171, -0.743], [-1.239, -0.728, 0.454], [-1.988, -2.062, 0.694], [3.211, 3.381, 1.899], [6.128, 5.800, -0.510], [1.364, 4.502, -0.938], [1.546, 0.654, 1.649], [0.282, 1.352, 0.642], [-3.563, -3.979, -0.079], [-0.342, -2.918, -0.346], [-0.519, -6.417, 0.226], [0.695, -5.129, 0.402], [-0.187, -5.321, -1.136], [-5.531, -2.501, -1.598], [-6.128, -2.856, 0.033], [-5.667, -4.189, -1.051], [-1.060, -0.595, -0.612], [-1.872, 0.094, 0.788], [-2.055, -2.213, 1.773]], "forces_ev_per_a": [[-0.28, 0.15, 0.21], [-0.07, -0.83, 0.26], [0.43, -0.13, 0.22], [-0.19, -0.33, 0.44], [0.31, -0.26, 0.54], [-0.33, 0.09, -0.30], [0.02, 0.19, -0.25], [-0.06, -1.17, 0.28], [-0.59, -2.06, 0.30], [-0.49, 1.02, -0.61], [-0.31, -0.12, 0.05], [0.23, 0.16, -0.13], [-0.06, -0.08, 0.09], [0.14, -0.11, 0.21], [0.14, 0.59, -0.87], [0.28, -0.20, 0.47], [0.27, 1.86, -0.55], [0.48, -1.06, -0.21], [-0.20, 1.19, -0.45], [0.00, 0.12, 0.07], [0.33, 0.51, 0.33], [-0.48, -0.24, 0.15], [0.46, -0.21, 0.21], [-0.19, 0.06, -0.25], [-0.18, -0.05, -0.03], [0.12, 0.03, 0.04], [0.09, 0.29, -0.07], [0.24, 0.25, 0.09], [-0.22, 0.10, 0.14], [0.02, 0.09, 0.10], [-0.01, 0.17, -0.03], [0.13, -0.03, -0.11], [0.17, -0.03, -0.09], [-0.05, -0.03, 0.07], [-0.07, 0.00, -0.11], [0.21, 0.09, 0.09], [-0.04, 0.11, -0.17], [-0.26, -0.07, -0.22], [0.01, -0.06, 0.10]], "mulliken_charge": [-0.698, -0.655, -0.693, -0.185, -0.183, -0.263, -0.486, 0.866, 0.618, 0.257, -0.548, -0.624, 0.181, 0.162, 0.484, 0.368, -0.221, -0.040, -0.228, -1.279, -0.943, -1.129, 0.349, 0.260, 0.407, 0.427, 0.195, 0.149, 0.113, 0.263, 0.335, 0.336, 0.332, 0.297, 0.289, 0.358, 0.461, 0.503, 0.166]}